1.
Molecular formula: C2H4ClPS2
Method: DFT, wB97M-V/def2-TZVPD

Each line ends with the Mulliken charge.
Geometry (Å):
H (0.21644, -2.35412, 0.83973)  0.17
S (0.31630, 1.55634, 2.00510)  -0.21
H (-0.64606, 1.12044, -1.11810)  0.39
H (1.63134, 1.10147, 0.11737)  0.27
C (0.63208, 0.98364, 0.52336)  -0.12
P (0.09919, -1.09308, -1.49951)  0.29
Cl (2.11304, -0.95142, -1.44339)  -0.20
C (-0.37600, 0.36707, -0.36661)  -0.72
S (-0.28949, -2.80753, -0.31247)  -0.26
H (-1.28736, 0.12081, 0.18447)  0.39

The charge is 0. Its lowest unoccupied orbital energy is -0.54 eV. The value obtained for the energy above the lowest of the compared OMol25 structures with the same formula, charge and spin is 56.7 kJ/mol. The structure (SMILES) is S=CCP(S)Cl. Its largest force on an atom is 1.16 eV/A.

=====

2.
Molecular formula: C4H16N8O4
Method: DFT, wB97M-V/def2-TZVPD

Each line ends with the Mulliken charge.
Geometry (Å):
H (0.12339, -2.08530, -3.49198)  0.21
O (0.07204, 1.61014, -0.30981)  -0.64
O (-2.04880, -2.05506, -4.48757)  -0.62
N (2.12958, -0.97946, 2.22800)  -0.40
H (-0.27122, 4.57628, 1.88740)  0.18
H (-1.82067, 0.22458, -2.32247)  0.14
N (-0.75481, 4.93794, 2.69699)  -0.36
H (-1.00759, 5.91161, 2.60667)  0.25
N (2.07300, -2.51337, 3.68721)  -0.38
N (0.00591, -2.86147, -4.12747)  -0.41
H (-0.40287, 0.79357, -3.26751)  0.13
H (3.06637, -2.57862, 3.51676)  0.15
H (0.00222, 2.69148, 4.56924)  0.22
H (1.65866, -0.37335, 1.57152)  0.24
N (-1.35620, -4.07893, -5.04953)  -0.39
H (-0.66408, -4.81321, -5.00588)  0.14
H (-2.14499, -4.29385, -5.64259)  0.23
C (-1.19830, -2.88885, -4.60254)  0.63
H (0.96580, 1.56437, -2.64926)  0.20
N (0.05069, 1.18418, -2.45399)  -0.37
N (-1.61429, 0.62315, -1.41767)  -0.33
C (-0.44263, 1.21096, -1.28109)  0.67
H (1.55749, -3.30216, 4.05075)  0.24
C (-0.47086, 4.37628, 3.81798)  0.60
H (-2.25900, 0.56139, -0.64268)  0.19
H (3.11321, -0.98934, 2.45710)  0.15
O (0.17034, -1.81770, 3.04472)  -0.70
H (0.32874, 2.73772, 2.86916)  0.21
O (-0.89142, 4.83522, 4.91486)  -0.70
C (1.39226, -1.70869, 3.01776)  0.70
H (0.46994, -3.73374, -3.91791)  0.22
N (0.16808, 3.23434, 3.73384)  -0.39

The charge is 0. Its lowest unoccupied orbital energy is 0.29 eV. The value obtained for the energy above the lowest of the compared OMol25 structures with the same formula, charge and spin is 346.8 kJ/mol. The structure (SMILES) is NC(N)=O.NC(N)=O.NC(N)=O.NC(N)=O. Its largest force on an atom is 8.34 eV/A.

=====

3.
Molecular formula: C12H11NO6V
Method: DFT, wB97M-V/def2-TZVPD

Each line ends with the Mulliken charge.
Geometry (Å):
C (-5.69861, -1.22964, -0.11937)  -0.39
C (-2.00364, -1.81895, -0.82677)  -0.14
H (-6.40587, 0.44463, 1.08499)  0.34
H (-4.71886, -2.77803, -1.24818)  0.39
C (2.44766, 1.77521, -0.19415)  0.36
C (-4.60099, -1.87745, -0.65310)  -0.39
O (2.51966, 2.93160, 0.21455)  -0.71
O (-1.13840, 0.95117, 1.10842)  -0.80
O (-1.72019, -2.80267, -1.53030)  -0.81
H (4.83868, 1.84893, -1.45911)  0.36
C (4.48493, 1.29801, 1.26365)  -1.82
H (5.38533, 0.19542, -1.07258)  0.40
O (1.59028, -2.29232, -0.95730)  -0.76
O (1.52724, 1.21127, -0.85875)  -0.73
H (3.91179, 0.44389, -2.02865)  0.36
C (3.67345, 0.86331, 0.05922)  1.91
H (5.32501, 0.61368, 1.41584)  0.45
C (-3.32249, -1.36754, -0.41922)  0.17
H (-4.13224, 1.35639, 1.50746)  0.38
V (0.98015, -0.87051, -0.55381)  1.14
C (-3.15763, -0.18180, 0.36091)  0.26
H (3.09997, -0.66866, 1.17781)  0.33
C (-4.27007, 0.46224, 0.90692)  -0.39
H (4.85658, 2.31003, 1.11778)  0.34
H (-6.69801, -1.61695, -0.29533)  0.34
O (3.20519, -0.48477, 0.23935)  -0.55
C (-1.73738, 0.07503, 0.44810)  -0.15
H (3.85919, 1.31286, 2.15960)  0.43
C (4.51192, 0.83831, -1.20922)  -1.78
N (-1.08118, -0.89386, -0.30950)  -0.17
C (-5.53145, -0.04881, 0.67075)  -0.37

The charge is -2. Its lowest unoccupied orbital energy (alpha / beta) is 4.89 / 4.87 eV. The value obtained for the energy above the lowest of the compared OMol25 structures with the same formula, charge and spin is 129.4 kJ/mol. Its spin multiplicity is 4. Its largest force on an atom is 0.66 eV/A.